(1)
This record from the Open Molecules 2025 dataset describes a cluster of 3 separate species, C4H8BrN in total. The level of theory is ωB97M-V/def2-TZVPD.

Results
M in g/mol: 150.0
LUMO in eV: 0.985
HOMO energy in eV: -9.739
Kohn-Sham gap in Eh: 0.394
Calculated total energy in eV: -75807.3864

Positions of all 14 atoms, in Å:
Br  -3.86761  -0.05719  -0.03698
N  3.25301  -0.56068  0.20611
C  -0.29044  1.28488  0.27843
C  2.81289  0.31852  -0.45083
C  -0.17693  -0.01257  -0.53007
C  -0.46393  -1.16011  0.08870
H  0.03411  -0.00733  -1.67275
H  3.43104  -1.36906  0.68801
H  -0.81308  -1.20567  1.19130
H  -0.31696  0.99016  1.23977
H  -0.41862  -2.05965  -0.46154
H  -1.04439  2.02884  -0.10801
H  0.54921  1.91812  0.19716
H  -2.68830  -0.10826  -0.62929

Atom charges from the natural (NBO) analysis, given in e for atoms 1 to 6: atom 1 (Br): -0.194, atom 2 (N): -0.733, atom 3 (C): -0.658, atom 4 (C): 0.307, atom 5 (C): -0.184, atom 6 (C): -0.434


(2)
This record from the Open Molecules 2025 dataset describes a structure of composition C4H8BrN2. The level of theory is ωB97M-V/def2-TZVPD.

Results
M in g/mol: 164.0
LUMO in eV: -3.607
Charge: +1
HOMO energy in eV: -14.390
Kohn-Sham gap in Eh: 0.396
Calculated total energy in eV: -77291.1863

Positions of all 15 atoms, in Å:
Br  1.70539  1.06743  -1.94841
N  -0.98199  -0.06476  -0.53294
N  -0.47880  0.73238  1.68545
C  -1.33895  0.96897  0.58102
C  0.06590  -0.80872  -0.03187
C  0.25225  -0.24923  1.42856
C  1.77417  -0.44397  -0.80941
H  -0.00861  -1.89600  -0.15259
H  1.79255  -1.30337  -1.49961
H  -1.04784  1.91007  0.20246
H  -2.43824  1.03712  0.81163
H  2.47736  -0.45119  0.07753
H  0.95906  -0.53254  2.19860
H  -0.84573  0.68639  -1.27611
H  -1.88654  -0.65257  -0.73432

Atom charges from the natural (NBO) analysis, given in e for atoms 1 to 6: atom 1 (Br): 0.107, atom 2 (N): -0.588, atom 3 (N): -0.339, atom 4 (C): -0.089, atom 5 (C): -0.136, atom 6 (C): 0.104


(3)
This record from the Open Molecules 2025 dataset describes a cluster of 2 separate species, C4H8BrNO5 in total. The level of theory is ωB97M-V/def2-TZVPD.

Results
M in g/mol: 230.0
LUMO in eV: -0.267
HOMO energy in eV: -9.485
SMILES string: [O-][N+](O)=C(CO)CO.O=CBr
Kohn-Sham gap in Eh: 0.339
Calculated total energy in eV: -86042.1780

Positions of all 19 atoms, in Å:
Br  2.84018  -0.47762  -1.65909
O  0.05132  1.69734  1.75575
O  -0.98435  -0.50101  2.16924
O  -0.31822  -1.48497  -1.94856
O  2.01254  -0.24741  1.02279
O  -1.24492  -1.95395  0.44811
N  -0.92381  -0.77598  0.76965
C  -0.61551  -0.17959  -1.51649
C  -0.47301  0.10993  -0.07679
C  -0.24433  1.53401  0.43332
C  1.84141  -0.88375  0.05923
H  1.30351  -1.70466  -0.29681
H  -1.17049  2.18546  0.17280
H  -0.64499  -1.99341  -1.21369
H  0.55171  2.09313  -0.24010
H  -1.68694  -0.02319  -1.96975
H  -0.02307  0.57983  -1.99240
H  0.95003  1.65798  1.78096
H  -1.22105  0.36784  2.30183

Atom charges from the natural (NBO) analysis, given in e for atoms 1 to 6: atom 1 (Br): -0.147, atom 2 (O): -0.698, atom 3 (O): -0.512, atom 4 (O): -0.713, atom 5 (O): -0.497, atom 6 (O): -0.508


(4)
This record from the Open Molecules 2025 dataset describes a structure of composition C4H8Cl2N2O. The level of theory is ωB97M-V/def2-TZVPD.

Results
M in g/mol: 171.0
LUMO in eV: -0.372
HOMO energy in eV: -8.832
Kohn-Sham gap in Eh: 0.311
Calculated total energy in eV: -34346.6715

Positions of all 17 atoms, in Å:
Cl  -1.21838  2.48153  1.34805
Cl  -0.87755  2.41279  -1.52278
O  0.36624  -0.95054  -2.31659
N  -1.81659  -0.92459  -1.75528
N  -1.17835  1.37405  -0.15338
C  -0.01678  -0.49689  1.18253
C  1.28262  1.19203  -0.31879
C  -0.02663  0.48906  0.06309
C  -0.50887  -0.71714  -1.51837
H  0.39132  -1.41774  0.95560
H  -1.11680  -0.68969  1.53313
H  -2.11510  -0.86584  -2.71253
H  1.35263  1.28830  -1.31616
H  2.07999  0.48353  0.08055
H  -2.38481  -0.64990  -1.00672
H  0.45949  -0.07537  2.01634
H  1.30848  2.02095  0.32644

Atom charges from the natural (NBO) analysis, given in e for atoms 1 to 6: atom 1 (Cl): 0.006, atom 2 (Cl): 0.144, atom 3 (O): -0.595, atom 4 (N): -0.844, atom 5 (N): -0.414, atom 6 (C): -0.655


(5)
This record from the Open Molecules 2025 dataset describes the molecule C4H8Cl2Si. The level of theory is ωB97M-V/def2-TZVPD.

Results
M in g/mol: 155.1
LUMO in eV: 0.760
HOMO energy in eV: -9.822
SMILES string: C[Si](C)(Cl)/C=C/Cl
Kohn-Sham gap in Eh: 0.389
Calculated total energy in eV: -37201.0372

Positions of all 15 atoms, in Å:
Cl  -1.45203  2.34478  0.18747
Cl  -0.13990  -0.41610  -4.25676
Si  -0.21318  0.77841  0.04500
C  1.46252  1.03640  0.99132
C  0.34392  0.59198  -1.79430
C  -1.31481  -0.77038  0.51036
C  -0.37994  -0.18723  -2.54797
H  1.91612  -0.00262  1.36455
H  1.16061  1.60046  1.86339
H  2.30856  1.51540  0.49162
H  -1.75936  -1.18102  -0.43216
H  1.08230  1.35925  -2.20383
H  -2.05247  -0.41145  1.10403
H  -0.95385  -1.65288  1.03904
H  -1.32974  -0.66863  -2.11758

Atom charges from the natural (NBO) analysis, given in e for atoms 1 to 6: atom 1 (Cl): -0.359, atom 2 (Cl): -0.017, atom 3 (Si): 1.500, atom 4 (C): -1.100, atom 5 (C): -0.658, atom 6 (C): -1.065


(6)
This record from the Open Molecules 2025 dataset describes a structure of composition C4H8Cl2Si. The level of theory is ωB97M-V/def2-TZVPD.

Results
M in g/mol: 155.1
LUMO in eV: 0.835
HOMO energy in eV: -9.397
Kohn-Sham gap in Eh: 0.376
Calculated total energy in eV: -37198.0430

Positions of all 15 atoms, in Å:
Cl  -2.78944  1.36004  0.11269
Cl  -3.03318  -1.44506  -0.42021
Si  -0.25476  -0.35680  -0.51838
C  1.86270  2.16475  -0.30726
C  -2.00546  -0.13660  0.24904
C  1.10320  1.32681  0.37294
C  0.44562  -2.00142  0.09857
H  1.36337  -1.83278  0.67231
H  1.20658  1.17990  1.36229
H  0.57403  -2.73630  -0.64502
H  -1.86381  -0.20012  1.37796
H  -0.40664  -0.03548  -1.88573
H  -0.36215  -2.47427  0.70736
H  1.88736  2.21322  -1.39203
H  2.27258  2.97411  0.21547

Atom charges from the natural (NBO) analysis, given in e for atoms 1 to 6: atom 1 (Cl): 0.031, atom 2 (Cl): -0.035, atom 3 (Si): 1.281, atom 4 (C): -0.416, atom 5 (C): -0.691, atom 6 (C): -0.424


(7)
This record from the Open Molecules 2025 dataset describes a cluster of 2 separate species, C4H8ClF in total. The level of theory is ωB97M-V/def2-TZVPD.

Results
M in g/mol: 110.6
LUMO (alpha / beta) in eV: -1.256 / -1.257
HOMO energy (alpha / beta) in eV: -9.850 / -9.849
Kohn-Sham gap (alpha / beta) in Eh: 0.316 / 0.316
Calculated total energy in eV: -19514.5355

Positions of all 14 atoms, in Å:
Cl  -2.66897  1.15846  -0.01077
F  -1.99139  -1.62457  -0.61714
C  0.76774  -0.61668  -0.99518
C  -0.16576  0.56103  -0.89544
C  -0.81376  0.08587  1.50260
C  -1.18500  0.44846  0.16386
H  -0.59426  0.45149  -1.91518
H  1.13989  -0.61988  -2.00314
H  0.17892  -1.54843  -0.62667
H  0.35435  1.51958  -0.84282
H  0.23773  -0.21744  1.29770
H  1.58317  -0.55924  -0.26302
H  -0.91466  1.06332  2.15227
H  -1.48935  -0.69882  1.80549

Atom charges from the natural (NBO) analysis, given in e for atoms 1 to 6: atom 1 (Cl): 0.185, atom 2 (F): -0.728, atom 3 (C): -0.622, atom 4 (C): -0.556, atom 5 (C): -0.754, atom 6 (C): 0.432


(8)
This record from the Open Molecules 2025 dataset describes the ion C4H8ClN2O with charge +1. The level of theory is ωB97M-V/def2-TZVPD.

Results
M in g/mol: 135.6
LUMO (alpha / beta) in eV: -5.051 / -4.877
Charge: +1
HOMO energy (alpha / beta) in eV: -13.216 / -13.571
Kohn-Sham gap (alpha / beta) in Eh: 0.300 / 0.320
Calculated total energy in eV: -21814.9974

Positions of all 16 atoms, in Å:
Cl  -1.71879  1.94968  -1.38965
O  -0.31015  -0.61437  1.69250
N  0.55035  0.35120  1.21243
N  -0.43512  -2.27957  0.13864
C  -0.71413  0.75795  -0.83898
C  -1.14786  -1.11793  0.76451
C  1.40442  1.94062  -0.19337
C  0.40621  0.99005  0.14871
H  1.98056  2.28196  0.73184
H  1.01292  2.81942  -0.68633
H  -1.27241  -2.72957  -0.44336
H  0.32338  -1.88648  -0.45971
H  0.13356  -2.72416  0.85026
H  2.31509  1.49132  -0.82666
H  -0.36484  0.08327  -1.67939
H  -2.16319  -1.31341  0.97857

Atom charges from the natural (NBO) analysis, given in e for atoms 1 to 6: atom 1 (Cl): 0.187, atom 2 (O): -0.348, atom 3 (N): -0.082, atom 4 (N): -0.757, atom 5 (C): -0.231, atom 6 (C): 0.185


M of number 7 (C4H8ClF)? 110.6 g/mol